Computed, not measured: C4H10N2O in the gas phase, with ωB97M-V with the def2-TZVPD basis set.

Its structure (SMILES) is [H]/N=C\[N@+](C)([O-])CC. For the total energy, the calculation gives -9334.662 eV. For the HOMO-LUMO gap, the calculation gives 9.54 eV. For the LUMO energy, the calculation gives 0.74 eV. The value obtained for the relative energy (zero: lowest compared OMol25 entry of this formula, charge and spin) is 4.326 eV.

Geometry (Å):
C -1.08982 0.35460 -0.16111
C 0.06773 -1.80365 0.00571
C -0.98851 1.83038 -0.49420
N 0.26010 -0.35877 -0.17430
C 1.29891 0.23757 0.64059
O 0.85800 -0.05764 -1.36078
N 2.17385 -0.31847 1.33583
H 2.11590 -1.32721 1.44475
H 1.34083 1.30712 0.51270
H -1.70371 -0.14844 -0.91193
H -1.51149 0.18599 0.83342
H -0.65420 -2.15638 -0.72892
H -0.27848 -2.01739 1.01862
H 1.01649 -2.29876 -0.19513
H -1.97557 2.21596 -0.74277
H -0.33369 1.94225 -1.35897
H -0.59633 2.41284 0.33651

Cartesian forces (eV/Å) of the 6 atoms listed first:
0.093 -0.061 0.721
0.138 -0.392 0.102
0.257 -0.153 -0.032
-0.983 0.553 -0.793
0.308 0.415 0.815
0.405 -0.465 -1.150



Computed, not measured: C2H2ClP in the gas phase, with ωB97M-V with the def2-TZVPD basis set.

For the total energy, the calculation gives -23914.195 eV. For the HOMO-LUMO gap (spin up / spin down), the calculation gives 6.78 / 7.06 eV. For the LUMO energy (spin up / spin down), the calculation gives -1.49 / -1.60 eV. The value obtained for the relative energy (zero: lowest compared OMol25 entry of this formula, charge and spin) is 2.133 eV.

Geometry (Å):
C 1.77167 0.14436 -0.09440
C 0.42009 0.01213 0.02739
P 2.47385 1.71176 0.02448
Cl 2.71952 -1.39284 -0.00102
H -0.12642 -0.86223 0.52915
H -0.08315 0.87826 -0.36695

Forces on the atoms, in the same order (eV/Å):
0.347 -1.460 0.454
-0.437 -0.711 0.453
0.115 -0.112 -0.215
-0.221 0.867 0.069
0.978 1.393 -1.095
-0.781 0.022 0.333



Computed, not measured: C23H29ClN4O3 in the gas phase, with ωB97M-V with the def2-TZVPD basis set.

Its structure (SMILES) is CC(C)CCNC(=O)CN(Cc1ccccc1Cl)C(=O)CCC(=O)Nc1ccccn1. For the total energy, the calculation gives -48949.589 eV. For the HOMO-LUMO gap, the calculation gives 8.85 eV. For the LUMO energy, the calculation gives 0.41 eV. The value obtained for the relative energy (zero: lowest compared OMol25 entry of this formula, charge and spin) is 0.232 eV.

Geometry (Å):
C -5.92547 -0.75733 3.82331
H -5.62792 0.21812 3.44760
H -6.86405 -0.64068 4.36006
H -6.09583 -1.41725 2.97615
C -4.85885 -1.33394 4.75126
C -4.57163 -0.36945 5.90034
H -5.46355 -0.23812 6.50836
H -4.27570 0.60645 5.52383
H -3.77860 -0.75357 6.53814
C -3.58264 -1.71635 3.98853
C -2.88254 -0.54572 3.30079
N -1.70088 -0.99894 2.59906
C -1.47640 -0.73062 1.30274
O -2.24598 -0.10868 0.59956
C -0.15338 -1.28871 0.75048
N 0.58142 -0.26832 0.04048
C 0.35514 0.09994 -1.24333
O 0.92056 1.06963 -1.72620
C -0.60299 -0.76012 -2.04409
H -1.57496 -0.70475 -1.54909
C -0.74627 -0.27910 -3.49298
C 0.38939 -0.78655 -4.37081
O 0.24657 -1.71452 -5.13889
N 1.54995 -0.10264 -4.18414
C 2.77948 -0.29580 -4.79293
N 3.73793 0.49080 -4.31047
C 4.94944 0.39890 -4.82696
C 5.27965 -0.47600 -5.84802
C 4.27762 -1.29687 -6.34836
C 3.00363 -1.21514 -5.82074
H 2.19854 -1.83334 -6.17904
H 4.48824 -1.99530 -7.14553
H 6.28386 -0.51508 -6.23981
H 5.68639 1.06396 -4.39489
H 1.55885 0.61111 -3.45309
H -1.67642 -0.66820 -3.90776
H -0.77122 0.81104 -3.51101
H -0.26580 -1.79953 -2.03784
C 1.39884 0.59785 0.87905
C 0.53573 1.44768 1.77406
C 0.40772 1.22847 3.14031
C -0.42467 2.00932 3.92555
C -1.16319 3.02066 3.33870
C -1.06093 3.24967 1.97694
C -0.21546 2.47311 1.20860
H -0.12867 2.64646 0.14716
H -1.63907 4.03419 1.51447
H -1.81734 3.62570 3.94777
H -0.49186 1.82109 4.98648
Cl 1.29321 -0.04958 3.92299
H 2.08436 -0.02183 1.46220
H 1.97233 1.23707 0.20320
H -0.38813 -2.11956 0.08184
H 0.47736 -1.66285 1.56020
H -0.99870 -1.47035 3.14776
H -2.59114 0.21356 4.03303
H -3.52581 -0.08640 2.54932
H -2.88211 -2.17978 4.68919
H -3.83536 -2.46133 3.23055
H -5.25243 -2.26232 5.18248

Cartesian forces (eV/Å) of the 6 atoms listed first:
0.122 -0.202 0.172
-0.004 0.143 -0.086
-0.120 0.059 0.008
-0.069 -0.036 -0.144
0.099 0.023 -0.023
-0.089 -0.253 -0.117